{
  "formula": "C48H65As2BI2N7S2Ti",
  "method": "ωB97M-V with the def2-TZVPD basis set",
  "species": ["Ti", "I", "C", "I", "H", "H", "C", "N", "C", "C", "N", "B", "N", "C", "C", "N", "C", "C", "S", "C", "S", "H", "H", "H", "H", "H", "H", "H", "H", "H", "H", "H", "H", "N", "C", "N", "C", "C", "C", "C", "C", "H", "H", "H", "H", "H", "H", "H", "H", "H", "H", "C", "N", "C", "C", "C", "C", "C", "C", "C", "C", "H", "H", "H", "H", "H", "H", "H", "H", "H", "H", "H", "H", "H", "C", "C", "C", "C", "C", "C", "As", "C", "C", "C", "C", "C", "C", "C", "C", "C", "C", "C", "C", "H", "H", "H", "H", "H", "H", "H", "H", "H", "H", "H", "H", "H", "C", "C", "As", "C", "C", "C", "C", "H", "H", "H", "H", "H", "H", "H", "H", "H", "H", "H", "H", "H", "H", "H"],
  "positions_angstrom": [[-0.21638, -0.68299, -0.10027], [-0.39548, 0.51656, 2.93138], [0.20441, 2.32460, 1.98699], [1.06644, 1.96781, -0.17500], [0.98658, 2.73561, 2.62237], [-0.65743, 2.98962, 2.00798], [4.04909, -0.43180, 2.62549], [4.26417, -1.23530, 1.42647], [5.48348, -1.67172, 0.97464], [5.24211, -2.43023, -0.12204], [3.88532, -2.46211, -0.33787], [3.26621, -3.08128, -1.63372], [2.11399, -4.11679, -1.35401], [2.29419, -5.47855, -1.44133], [1.10683, -6.04586, -1.75927], [0.19312, -5.02455, -1.86328], [-1.19134, -5.17968, -2.29253], [0.81993, -3.87170, -1.58041], [0.07283, -2.31535, -1.81922], [3.30748, -1.72763, 0.61386], [1.64248, -1.55066, 1.07920], [4.99654, 0.02259, 2.90020], [3.69144, -1.05871, 3.44075], [3.31522, 0.34416, 2.41822], [6.40144, -1.41028, 1.46912], [5.92087, -2.94571, -0.77587], [4.15063, -3.66760, -2.18764], [2.78333, -2.21649, -2.29989], [3.26473, -5.92425, -1.32342], [0.83558, -7.06922, -1.94368], [-1.86733, -4.84412, -1.51211], [-1.36326, -6.23282, -2.49292], [-1.35532, -4.60785, -3.20473], [-2.00968, 0.37455, 0.17360], [-2.97874, 0.96530, 0.43819], [-4.00391, 1.67066, 0.75104], [-3.86718, 2.77364, 1.74890], [-5.06251, 3.70802, 1.61142], [-5.37031, 3.96128, 0.13926], [-5.83196, 2.67243, -0.56547], [-5.34782, 1.42912, 0.17435], [-2.94174, 3.30371, 1.51756], [-3.78764, 2.34358, 2.74857], [-4.82116, 4.63575, 2.12922], [-5.93236, 3.29006, 2.12174], [-4.46862, 4.34849, -0.34432], [-6.12836, 4.73535, 0.03898], [-5.48245, 2.65764, -1.59923], [-6.92076, 2.62540, -0.60841], [-5.29434, 0.54392, -0.45885], [-6.00330, 1.18810, 1.01041], [3.24271, 4.79842, -1.42160], [2.54770, 5.12272, -2.70026], [3.54053, 5.40536, -3.78183], [1.50271, 4.07665, -3.07787], [2.08499, 2.70459, -3.27722], [2.69623, 2.42070, -4.50316], [3.33384, 1.20958, -4.71748], [3.35571, 0.26781, -3.69877], [2.69986, 0.53208, -2.50395], [2.03548, 1.73013, -2.27101], [3.89594, 5.62785, -1.16333], [3.82061, 3.89049, -1.57161], [2.49770, 4.64628, -0.64497], [2.03059, 5.99058, -2.55092], [4.19511, 4.54515, -3.88503], [4.11387, 6.28285, -3.49359], [3.00975, 5.59468, -4.71118], [1.03007, 4.46235, -3.98201], [0.77854, 4.09291, -2.26281], [2.66987, 3.15029, -5.30433], [3.80888, 1.00640, -5.66713], [3.85998, -0.67954, -3.84047], [2.71274, -0.23134, -1.73233], [-0.28683, -2.88446, 6.00996], [-1.51374, -2.34304, 5.65974], [-1.87357, -2.23612, 4.32265], [-0.99415, -2.66453, 3.33355], [0.23322, -3.21944, 3.68565], [0.58210, -3.32930, 5.02243], [-1.50165, -2.57142, 1.46088], [-1.58073, -4.44468, 1.02845], [-0.54109, -5.35831, 1.01923], [-0.82982, -6.70518, 0.84191], [-2.14318, -7.11972, 0.65925], [-3.18469, -6.20280, 0.68516], [-2.91230, -4.85591, 0.89307], [-3.92794, -3.80693, 1.12082], [-5.30330, -4.01048, 1.10658], [-6.15627, -2.99331, 1.50272], [-5.64849, -1.77185, 1.92661], [-4.27836, -1.54275, 1.91243], [-3.42646, -2.55380, 1.49582], [-0.01359, -2.97435, 7.05207], [-2.20125, -2.01332, 6.42651], [-2.84686, -1.83742, 4.06879], [0.91883, -3.57896, 2.92948], [1.52906, -3.77544, 5.29508], [0.48722, -5.04130, 1.15045], [-0.03039, -7.43392, 0.85878], [-2.36118, -8.17015, 0.52387], [-4.20332, -6.55035, 0.57925], [-5.71491, -4.96878, 0.82065], [-7.22371, -3.16493, 1.51395], [-6.32413, -1.01122, 2.29276], [-3.88328, -0.60402, 2.27825], [-1.11842, -0.20082, -5.42795], [-0.18437, -0.10469, -4.22646], [-1.12040, 0.20001, -2.53529], [-2.79682, -0.82644, -2.67994], [-4.00267, -0.04896, -3.19012], [-1.58793, 2.07494, -2.86548], [-2.23734, 2.94081, -1.79927], [-1.74851, 0.68169, -5.54298], [-1.76459, -1.07702, -5.38240], [-0.52376, -0.28806, -6.33785], [0.49560, 0.74332, -4.32178], [0.42888, -0.99748, -4.12406], [-2.99244, -1.25305, -1.69164], [-2.56776, -1.66705, -3.33591], [-4.23798, 0.80556, -2.55267], [-4.87957, -0.69673, -3.21551], [-3.85176, 0.32610, -4.20212], [-2.23013, 2.02208, -3.74690], [-0.63937, 2.50233, -3.19971], [-3.26518, 2.63644, -1.60634], [-2.27786, 3.97372, -2.14951], [-1.68816, 2.92756, -0.85744]],
  "total_charge": 3,
  "homo_ev": -13.74,
  "energy_ha": -8988.20142,
  "e_above_lowest_kcal_mol": 30.1
}